Entry 1:
Entry from the Open Molecules 2025 dataset: a molecular structure, C31H45ClCoF5N2O2P2 (ωB97M-V with the def2-TZVPD basis set).

```
89
Properties=species:S:1:pos:R:3:forces:R:3:mulliken_charge:R:1
Co 0.5806 1.1899 0.5486 0.0 0.1 0.2 -1.622
C 1.1567 -4.9994 -2.4641 0.0 0.0 -0.1 -1.546
C 0.8197 -4.1302 -1.2509 0.0 0.1 0.2 0.383
C 1.8630 -4.2239 -0.1242 0.0 0.0 0.0 -1.310
P 0.3209 -2.3367 -1.4004 0.0 -0.1 -0.1 0.738
C -0.7337 -2.2451 -2.9365 -0.2 0.0 0.0 1.886
C -1.9208 -3.2006 -2.7844 0.0 0.0 0.0 -1.645
C -0.0710 -2.3817 -4.3032 0.0 0.0 0.0 -1.630
C 1.8258 -1.4283 -1.9327 0.0 0.0 0.0 1.175
C 2.9838 -2.0300 -2.4259 0.0 0.0 0.0 -0.556
C 4.0984 -1.2864 -2.7783 0.0 0.0 0.0 -0.891
C 4.0719 0.0943 -2.6559 0.0 0.0 0.0 -1.109
C 2.9396 0.7121 -2.1555 0.0 0.0 -0.1 -0.166
C 1.8281 -0.0354 -1.7798 0.0 0.2 0.1 -2.088
N 0.6823 0.6544 -1.2650 0.0 -0.1 -0.3 2.061
C -0.2217 1.0922 -2.2043 0.0 0.1 0.2 -0.078
C -0.0355 1.0183 -3.5997 -0.1 0.0 0.0 -0.504
C -1.0258 1.4581 -4.4549 0.1 0.0 0.0 -0.923
C -2.2278 1.9848 -3.9849 -0.1 0.0 0.0 -1.039
C -2.4242 2.0716 -2.6191 -0.1 0.0 -0.1 -0.381
C -1.4385 1.6377 -1.7420 0.1 -0.1 0.1 -0.261
P -1.5119 1.5355 0.0337 0.0 -0.1 0.1 1.943
C -2.7099 2.7860 0.6422 -0.1 0.0 -0.1 0.738
C -2.4617 4.1743 0.0498 -0.1 0.0 0.0 -1.406
C -2.8314 2.8625 2.1675 0.0 0.0 -0.1 -1.365
C -2.1982 -0.1545 0.3631 -0.2 0.1 -0.2 2.958
C -2.3210 -0.5813 1.8238 0.1 0.0 0.0 -2.183
C -3.5169 -0.3857 -0.3770 0.0 0.0 0.0 -1.600
H 1.4639 -5.9909 -2.1204 0.0 0.0 0.0 0.522
H 1.9547 -4.6099 -3.0936 0.0 0.0 0.0 0.177
H 0.2856 -5.1340 -3.1045 0.0 0.0 0.0 0.269
H -0.1079 -4.5442 -0.8361 0.0 -0.1 0.0 0.417
H 2.7053 -3.5478 -0.2749 0.0 0.0 0.0 0.257
H 2.2544 -5.2410 -0.0495 0.0 0.0 0.0 0.425
H 1.4180 -3.9566 0.8348 0.0 0.0 0.0 0.346
H -1.1376 -1.2269 -2.8741 0.0 -0.1 0.0 -0.697
H -1.6118 -4.2417 -2.8977 0.0 0.0 0.0 0.312
H -2.6778 -2.9989 -3.5459 0.0 0.0 0.0 0.411
H -2.3932 -3.0986 -1.8053 0.0 0.0 0.0 0.355
H 0.2073 -3.4134 -4.5204 0.0 0.0 0.0 0.302
H 0.8293 -1.7710 -4.3795 0.0 0.0 0.0 0.308
H -0.7641 -2.0556 -5.0837 0.0 0.0 0.0 0.431
H 3.0406 -3.1038 -2.5154 0.0 0.0 0.0 0.168
H 4.9843 -1.7891 -3.1455 0.0 0.0 0.0 0.449
H 4.9300 0.6901 -2.9407 0.0 0.0 0.0 0.399
H 2.9032 1.7870 -2.0512 0.0 0.0 0.0 0.486
H 0.8842 0.6160 -3.9983 0.0 0.0 0.0 0.538
H -0.8565 1.3944 -5.5233 0.0 0.0 0.0 0.427
H -2.9897 2.3195 -4.6754 0.0 0.0 0.0 0.453
H -3.3568 2.4678 -2.2322 0.0 0.0 0.0 0.393
H -3.6610 2.4098 0.2445 0.0 0.0 0.0 0.580
H -1.5566 4.6161 0.4554 0.1 0.0 0.0 0.182
H -3.2937 4.8283 0.3200 0.0 0.0 0.0 0.502
H -2.3729 4.1626 -1.0344 0.0 0.0 0.0 0.282
H -2.8666 1.8871 2.6443 0.0 0.0 0.0 0.119
H -3.7464 3.3993 2.4256 0.0 0.0 0.0 0.523
H -1.9927 3.4111 2.5878 0.1 0.0 0.0 0.133
H -1.4254 -0.7817 -0.0983 0.0 0.0 0.0 -1.973
H -3.1814 -0.1189 2.3102 0.0 0.0 0.0 0.381
H -1.4227 -0.3595 2.3976 0.0 0.0 0.0 0.371
H -2.4788 -1.6618 1.8488 0.0 0.0 0.0 0.467
H -4.3062 0.2803 -0.0169 0.0 0.0 0.0 0.373
H -3.8534 -1.4091 -0.1975 0.0 0.0 0.0 0.457
H -3.4127 -0.2479 -1.4523 0.0 0.0 0.0 0.367
F 2.5538 2.7185 -0.0153 0.2 0.0 0.0 -0.351
C 1.2216 2.9632 0.1668 0.1 0.0 0.1 1.107
F 0.7776 3.4918 -1.0035 -0.2 0.0 -0.2 -0.286
C 1.2025 4.1721 1.1771 -0.1 0.0 0.1 0.489
F 0.9760 5.3296 0.5495 0.0 0.1 -0.2 -0.292
F 0.2402 4.0588 2.1073 -0.3 -0.1 0.1 -0.205
F 2.3541 4.2968 1.8268 0.2 0.1 0.0 -0.274
Cl 1.9454 -0.4815 1.2449 0.0 0.0 0.0 -0.506
O 2.1646 2.0441 3.2636 0.0 0.0 0.0 -0.465
C 0.9772 1.5439 3.4103 0.0 -0.1 0.0 -0.522
O 0.1837 1.4096 2.4883 0.0 0.1 -0.1 0.612
C 0.6112 1.0878 4.8073 0.1 -0.2 0.0 0.587
N 1.7675 1.2875 5.6918 0.0 0.0 0.0 -0.591
C 2.2992 -0.0502 6.0244 0.0 0.0 0.0 -0.625
C 1.0958 -0.9838 5.9698 0.0 0.0 0.0 -0.765
C 0.3023 -0.4352 4.7831 -0.1 0.0 0.0 -0.547
H -0.2530 1.6693 5.1295 0.0 0.0 0.0 0.485
H 1.5022 1.7883 6.5276 0.0 0.0 0.0 0.292
H 2.5453 2.0535 4.1792 0.0 -0.1 0.0 0.467
H 2.8054 -0.0217 6.9876 0.0 0.0 0.0 0.450
H 3.0317 -0.3370 5.2659 0.0 0.0 0.0 0.228
H 0.5166 -0.9091 6.8931 0.0 0.0 0.0 0.305
H 1.3802 -2.0257 5.8294 0.0 0.0 0.0 0.360
H -0.7671 -0.6206 4.8603 0.0 0.0 0.0 0.373
H 0.6506 -0.8696 3.8433 0.0 0.0 0.0 0.185
```
Positions in Å, forces in eV/Å.

- Total charge: 0
- HOMO-LUMO gap (alpha / beta): 7.292 / 7.291 eV
- LUMO level (alpha / beta): 0.125 / 0.124 eV

***

Entry 2:
Entry from the Open Molecules 2025 dataset: 17 unconnected molecules or ions with the total composition H34O17 at a distorted geometry (ωB97M-V with the def2-TZVPD basis set).

```
51
Properties=species:S:1:pos:R:3:forces:R:3:mulliken_charge:R:1
O -1.6937 2.3446 1.8189 -0.5 -0.8 1.2 -0.579
H -1.9247 2.1416 0.9209 0.3 0.2 -0.7 0.367
H -1.2407 3.1696 1.9059 0.3 0.7 -0.4 0.292
O -1.6457 -0.6574 -2.3071 -0.8 -0.7 -2.1 -0.712
H -2.4947 -0.1844 -2.4271 0.3 -0.6 0.3 0.313
H -1.5237 -1.1384 -3.1801 -0.2 0.8 1.4 0.278
O 2.0043 -1.1004 3.1399 0.7 -0.6 0.4 -0.586
H 2.4723 -1.9284 3.3579 -0.4 0.5 -0.1 0.273
H 2.1493 -0.9704 2.1859 -0.5 -0.2 0.7 0.311
O -0.0047 0.4566 -0.4311 1.2 -0.8 0.3 1.256
H -0.6707 -0.0894 -0.8441 -0.7 0.1 -0.2 -0.563
H 0.6543 -0.2244 -0.1551 -0.2 0.9 0.2 -0.010
O 1.3093 -0.0724 -2.9491 -0.5 -0.9 -0.9 -0.613
H 1.0013 0.2546 -2.1111 -0.3 0.8 0.7 0.253
H 2.1263 -0.4794 -2.6731 0.6 0.0 -0.1 0.327
O -0.6447 -3.2094 1.4359 0.0 -1.1 -1.0 -0.686
H -1.2157 -3.9854 1.2489 0.2 0.8 0.5 0.372
H -0.5277 -2.8574 0.5299 -0.2 -0.1 0.5 0.222
O 0.8783 1.5196 2.6789 0.0 -1.4 -0.1 -0.810
H 1.2163 2.3636 2.9629 -0.1 0.5 -0.3 0.239
H 0.4133 1.5766 1.8269 0.0 0.9 0.5 0.333
O -0.8737 -0.7314 2.3389 0.1 1.7 0.2 -0.725
H -0.2127 -0.0474 2.6199 -0.8 -1.2 -0.1 0.349
H -0.4407 -1.5374 2.0799 0.4 -0.5 0.4 0.381
O -1.3607 1.7606 -3.4941 -0.4 -0.3 0.3 -0.715
H -0.7027 2.3076 -3.0651 0.4 0.4 -0.1 0.367
H -1.1997 0.8926 -3.0781 0.3 0.4 -0.4 0.334
O 2.1413 -1.0334 0.5219 0.5 -1.6 -0.5 -0.674
H 2.0443 -2.0124 0.4379 -0.2 0.9 0.0 0.235
H 3.0973 -0.9124 0.6199 -0.2 0.1 -0.5 0.293
O 3.2743 1.4236 1.5499 1.7 -0.2 -0.9 -0.746
H 2.4123 1.1286 1.8379 -0.9 -0.2 0.8 0.482
H 3.8603 0.6506 1.5129 -0.2 0.5 0.6 0.366
O -2.5857 1.9496 -0.8331 -1.4 1.1 0.5 -0.639
H -2.6947 2.1286 -1.7751 0.3 0.1 -0.3 0.281
H -3.2847 2.5136 -0.3981 0.9 -1.0 -0.6 0.267
O -2.9907 -0.4594 0.5689 -3.3 -1.0 -0.7 -0.781
H -2.2857 -0.6744 1.1129 2.6 -0.5 2.6 0.568
H -2.6397 0.0886 -0.0831 0.7 1.8 -1.5 0.278
O 3.1253 1.1426 -1.2161 -0.1 -0.3 -0.4 -0.598
H 3.1133 1.2776 -0.2641 -0.3 0.7 0.6 0.299
H 4.0113 0.8266 -1.3561 0.6 0.0 -0.4 0.288
O 0.9483 2.9386 0.2009 0.4 -1.2 -0.1 -0.615
H 0.5473 2.0786 -0.0891 0.2 1.0 0.0 0.162
H 0.2603 3.5836 0.1579 -0.7 0.6 -0.2 0.309
O -2.9627 -2.9344 -0.5921 0.9 -1.4 -1.6 -0.689
H -2.8197 -2.0224 -0.3101 -0.1 0.4 0.2 0.489
H -2.3207 -3.1204 -1.3351 -1.2 0.6 1.5 0.271
O -0.0517 -2.6174 -1.1721 0.4 -1.4 1.4 -0.523
H 0.0253 -3.4964 -1.5481 0.1 -0.2 -0.1 0.220
H -0.0727 -2.0244 -1.8851 0.1 1.5 -1.6 0.195
```
Positions in Å, forces in eV/Å.

- Total charge: 0
- HOMO-LUMO gap: 9.743 eV
- LUMO level: -0.534 eV

***

Entry 3:
Entry from the Open Molecules 2025 dataset: a molecular structure, CH2F2O2 at a distorted geometry (ωB97M-V with the def2-TZVPD basis set).

```
7
Properties=species:S:1:pos:R:3:forces:R:3:mulliken_charge:R:1
C -1.1606 0.2506 -0.4937 2.5 -1.8 3.1 0.734
O -0.2686 1.1555 -0.9745 -1.2 -0.7 -0.8 -0.425
O -0.3364 -0.9082 0.7772 -2.8 1.0 -4.8 -0.579
F -2.0589 0.7745 0.2985 -0.5 0.2 -0.1 -0.169
F -1.7248 -0.5101 -1.4107 0.4 0.1 0.5 -0.189
H -0.6026 1.4317 -1.8742 0.6 -0.4 1.1 0.346
H 0.1201 -0.3233 1.3400 0.9 1.5 1.0 0.284
```
Positions in Å, forces in eV/Å.

- Total charge: 0
- HOMO-LUMO gap: 10.987 eV
- LUMO level: 0.156 eV

***

Calculated energy relative to the best compared isomer or geometry (same formula, charge and spin) in order - 4.0 238.7 250.6 kJ/mol